A molecular structure, C3H3GaO2. Source: the OMol25 dataset; level of theory: ωB97M-V/def2-TZVPD.

Each line ends with the Mulliken charge.
Positions of all 9 atoms, in Å:
O: 0.7364 0.4957 -0.6212  0.02
C: -0.9523 -0.8498 0.7196  -0.15
C: 0.3966 1.5057 0.3797  0.06
C: -0.1913 0.2101 0.4900  0.27
H: -0.8887 -2.6615 0.0738  0.41
H: -0.1812 2.3428 -0.0237  0.23
H: 1.2476 1.7894 1.0057  0.23
O: -0.6605 -1.7972 -0.3214  -0.13
Ga: 0.4934 -1.0352 -1.7024  0.06

Output
Net charge: +1
Highest occupied orbital energy (spin up / spin down) (Ha): -0.5140 / -0.5086
Gap between HOMO and LUMO (spin up / spin down) (eV): 10.08 / 5.99
Multiplicity: 2
DFT total energy (a.u.): -2190.89491